Formula: C37H82F18N5O23S6
Source: OMol25
Level of theory: ωB97M-V/def2-TZVPD

The total energy is -208167.400 eV. As for the HOMO energy: -0.28257 Ha. The strongest force on any atom is 0.0949 hartree/bohr. Its charge is -1. Its energy relative to the best compared isomer or geometry (same formula, charge and spin) is 0.0000 eV.

Element x y z (Å)
C 18.407 19.738 17.771
N 17.603 18.558 17.770
C 16.216 18.879 18.321
C 17.455 18.066 16.376
C 18.327 17.631 18.702
C 17.653 16.301 19.120
O 18.483 15.211 19.006
H 18.002 20.574 17.153
H 19.368 19.389 17.411
H 18.520 19.985 18.818
H 15.733 17.912 18.528
H 15.669 19.461 17.581
H 16.381 19.471 19.203
H 18.467 17.720 16.144
H 17.157 18.902 15.742
H 16.755 17.208 16.323
H 18.602 18.313 19.539
H 19.232 17.398 18.181
H 16.703 16.120 18.614
H 17.368 16.448 20.147
H 18.296 14.757 18.123
C 13.430 14.079 12.091
N 12.708 12.977 12.804
C 11.352 12.855 12.119
C 13.468 11.701 12.636
C 12.535 13.345 14.270
C 12.279 12.160 15.227
O 11.174 11.357 14.881
H 12.732 14.885 12.044
H 13.667 13.776 11.074
H 14.333 14.296 12.684
H 10.709 13.661 12.528
H 10.876 11.977 12.534
H 11.532 12.804 11.041
H 13.457 11.524 11.545
H 13.120 10.842 13.106
H 14.505 11.807 12.965
H 11.650 14.034 14.379
H 13.435 13.865 14.599
H 12.063 12.550 16.240
H 13.168 11.597 15.339
H 10.379 11.920 14.750
C 11.655 17.348 17.382
N 12.124 17.999 16.101
C 13.467 18.601 16.284
C 12.193 16.843 15.058
C 11.126 18.980 15.560
C 10.914 20.282 16.412
O 12.008 21.111 16.482
H 12.513 17.000 17.986
H 10.832 16.632 17.168
H 11.243 18.159 17.956
H 14.119 17.716 16.419
H 13.395 19.169 17.193
H 13.697 19.207 15.390
H 12.826 17.259 14.253
H 11.251 16.621 14.687
H 12.735 15.987 15.441
H 10.188 18.499 15.348
H 11.670 19.398 14.668
H 10.761 19.990 17.456
H 10.073 20.859 16.020
H 11.995 21.872 15.875
C 14.443 18.796 12.045
C 15.259 19.773 11.176
N 14.478 20.320 9.941
C 13.394 21.238 10.434
C 15.543 21.035 9.062
C 16.401 20.129 8.185
C 13.871 19.187 9.102
C 13.212 19.568 7.806
O 11.935 20.175 7.966
C 11.008 19.179 8.420
H 14.198 17.884 11.511
H 13.608 19.291 12.496
H 15.056 18.576 12.926
H 16.158 19.254 10.811
H 15.463 20.613 11.861
H 12.795 20.700 11.115
H 12.751 21.474 9.581
H 13.802 22.157 10.834
H 16.290 21.466 9.794
H 15.066 21.813 8.461
H 15.868 19.565 7.409
H 16.864 19.457 8.911
H 17.161 20.761 7.728
H 13.170 18.744 9.757
H 14.680 18.478 8.961
H 13.079 18.656 7.291
H 13.833 20.284 7.258
H 11.424 18.641 9.250
H 10.824 18.455 7.577
H 10.044 19.621 8.542
C 11.482 22.757 21.293
C 12.560 22.598 20.244
N 12.950 23.773 19.397
C 12.890 25.119 19.989
C 14.384 23.547 18.943
C 14.899 22.084 18.746
C 12.037 23.713 18.175
C 12.077 24.929 17.231
O 11.166 25.908 17.628
C 11.189 26.918 16.658
H 11.628 23.461 22.048
H 11.354 21.771 21.691
H 10.498 22.994 20.863
H 12.484 21.747 19.544
H 13.403 22.338 20.867
H 11.846 25.431 20.149
H 13.351 25.825 19.250
H 13.425 25.150 20.896
H 14.984 24.029 19.698
H 14.404 24.220 18.075
H 15.913 22.298 18.288
H 14.379 21.548 17.906
H 15.162 21.600 19.724
H 10.988 23.691 18.592
H 12.335 22.853 17.667
H 11.705 24.521 16.260
H 13.117 25.208 17.121
H 10.977 26.386 15.739
H 12.141 27.454 16.560
H 10.443 27.685 16.849
C 13.414 17.527 22.074
F 13.166 17.810 23.326
F 14.226 16.408 22.052
F 12.274 17.162 21.472
S 14.094 19.024 21.226
O 13.666 20.171 21.998
O 15.480 18.804 21.406
O 13.690 19.109 19.802
C 8.787 23.054 13.009
F 7.813 22.624 13.788
F 8.433 22.798 11.714
F 8.899 24.377 13.234
S 10.348 22.297 13.419
O 11.312 22.743 12.416
O 10.688 22.693 14.776
O 10.103 20.895 13.412
C 12.468 14.818 7.726
F 12.797 14.395 6.512
F 11.585 15.813 7.540
F 12.023 13.714 8.330
S 13.858 15.420 8.745
O 14.467 16.286 7.784
O 13.211 16.131 9.855
O 14.626 14.256 9.151
C 17.317 12.608 15.573
F 18.346 13.387 15.141
F 17.107 11.562 14.744
F 17.690 12.050 16.731
S 15.925 13.751 15.803
O 15.662 14.266 14.458
O 14.825 13.052 16.355
O 16.522 14.816 16.676
C 7.235 14.953 15.306
F 6.557 15.139 14.197
F 7.181 16.156 15.982
F 6.746 13.957 16.020
S 9.063 14.705 14.988
O 9.634 14.881 16.312
O 9.076 13.356 14.447
O 9.429 15.751 14.026
C 17.381 22.876 14.796
F 16.549 23.784 15.282
F 17.818 23.231 13.548
F 18.506 22.727 15.546
S 16.590 21.258 14.614
O 16.236 20.807 15.963
O 15.361 21.557 13.865
O 17.489 20.404 13.946

---

Formula: C7H11ClN5O
Source: OMol25
Level of theory: ωB97M-V/def2-TZVPD

The total energy is -29438.973 eV. As for the HOMO energy: -0.51139 Ha. The strongest force on any atom is 0.2431 hartree/bohr. Its charge is +1. As for the structure (SMILES): CCCCCc1nn[n+](Cl)n1N=C=O.

Element x y z (Å)
C 3.053 -1.282 -0.263
C 2.553 -0.388 1.016
C 1.949 1.089 0.641
C 0.967 1.130 -0.671
C -0.590 1.621 -0.306
C -1.601 0.396 -0.718
N -1.711 0.064 -2.192
N -2.619 -1.020 -2.179
N -3.030 -1.351 -0.870
Cl -4.137 -2.667 -0.613
N -2.462 -0.540 0.101
N -2.591 -0.532 1.485
C -3.908 -0.200 1.787
O -5.248 -0.258 1.950
H 2.088 -1.863 -0.658
H 3.426 -0.617 -1.159
H 3.821 -2.149 0.022
H 3.507 -0.200 1.693
H 1.796 -1.047 1.640
H 1.306 1.432 1.587
H 2.844 1.852 0.539
H 1.351 1.910 -1.488
H 0.843 0.113 -1.236
H -0.710 1.923 0.831
H -0.897 2.584 -0.938

---

Formula: C5H7N
Source: OMol25
Level of theory: ωB97M-V/def2-TZVPD

The total energy is -6781.215 eV. As for the spin multiplicity: 3. As for the HOMO energy (spin up / spin down): -0.20900 / -0.40963 Ha. The strongest force on any atom is 0.2307 hartree/bohr. Its charge is 0. Its energy relative to the best compared isomer or geometry (same formula, charge and spin) is 2.3795 eV.

Element x y z (Å)
C 2.901 0.349 -0.471
C -1.396 1.225 -0.583
C -0.189 -0.502 0.727
C 0.783 -1.087 -0.277
C -0.557 1.018 0.410
N 1.929 -0.276 -0.371
H -1.804 2.272 -0.763
H -1.741 0.342 -1.244
H -1.128 -1.162 0.762
H -0.004 -0.631 1.892
H 1.080 -2.171 0.026
H 0.295 -1.076 -1.192
H -0.170 1.701 1.085

---

Formula: C7H10BClF2NO3
Source: OMol25
Level of theory: ωB97M-V/def2-TZVPD

The total energy is -33683.529 eV. As for the HOMO energy: -0.15004 Ha. The strongest force on any atom is 0.1927 hartree/bohr. Its charge is -1.

Element x y z (Å)
C -1.174 -1.956 1.430
C -1.307 -0.936 0.356
B -0.627 0.565 0.335
O -1.785 1.529 0.314
C 0.256 0.908 -1.011
Cl -0.875 1.759 -2.215
C 1.118 -0.338 -1.624
C 0.301 -1.358 -2.605
N 0.084 0.814 1.652
C 0.081 2.272 2.059
O 0.726 3.272 1.454
F -0.721 2.615 3.287
C 1.457 0.186 1.717
O 1.719 -0.951 2.420
F 2.675 0.793 1.062
H -0.181 -2.576 1.630
H -2.147 -2.194 2.069
H -2.007 -1.227 -0.566
H -2.618 0.984 0.439
H 1.052 1.734 -0.678
H 1.985 0.145 -2.287
H 1.682 -0.995 -0.808
H -0.634 -0.909 -3.143
H 1.040 -1.893 -3.372
H -0.102 -2.243 -1.914

---

Formula: CH2N2P2
Source: OMol25
Level of theory: ωB97M-V/def2-TZVPD

The total energy is -22626.260 eV. As for the HOMO energy (spin up / spin down): -0.29065 / -0.29066 Ha. The strongest force on any atom is 0.0451 hartree/bohr. Its charge is 0. Its energy relative to the best compared isomer or geometry (same formula, charge and spin) is 0.6971 eV.

Element x y z (Å)
C -0.663 0.569 -0.054
N -0.595 -0.753 -0.004
N -3.097 0.074 0.033
P -2.171 1.435 -0.001
P -2.612 -1.385 -0.033
H 0.254 1.144 -0.127
H 0.431 -1.047 0.068

---

Formula: C5H7NO
Source: OMol25
Level of theory: ωB97M-V/def2-TZVPD

The total energy is -8829.364 eV. As for the HOMO energy: -0.29992 Ha. The strongest force on any atom is 0.3671 hartree/bohr. Its charge is 0. Its energy relative to the best compared isomer or geometry (same formula, charge and spin) is 6.8388 eV.

Element x y z (Å)
C 0.311 -1.050 -1.189
C -0.083 -0.292 -0.038
C 0.360 -0.334 1.326
C -0.265 0.683 1.939
C -1.065 1.363 1.003
H -0.346 0.043 -2.360
H 1.180 0.314 -2.324
H -0.425 -1.628 -0.952
H 1.321 -1.469 -1.041
H 1.029 -1.359 1.969
H -0.153 1.133 2.861
H -1.395 2.257 1.311
N 0.290 -0.450 -2.383
O -0.761 0.787 -0.122

---

Formula: C8H36O10
Source: OMol25
Level of theory: ωB97M-V/def2-TZVPD

The total energy is -29336.371 eV. As for the HOMO energy: -0.33058 Ha. The strongest force on any atom is 0.1985 hartree/bohr. Its charge is 0. Its energy relative to the best compared isomer or geometry (same formula, charge and spin) is 19.8843 eV.

Element x y z (Å)
C 11.786 -11.549 -12.182
C 10.517 -11.492 -13.073
O 10.034 -12.829 -13.370
H 11.571 -12.208 -11.341
H 12.019 -10.553 -11.806
H 12.659 -11.910 -12.726
H 10.958 -11.056 -13.970
H 9.698 -10.940 -12.613
H 9.737 -13.144 -12.513
C 9.217 -8.480 -8.412
C 8.929 -8.351 -9.938
O 10.157 -8.416 -10.629
H 9.903 -7.738 -8.002
H 9.592 -9.484 -8.217
H 8.286 -8.429 -7.846
H 8.574 -7.326 -10.047
H 8.170 -8.967 -10.421
H 9.903 -8.222 -11.534
C 5.719 -11.126 -12.602
C 4.452 -11.729 -13.165
O 3.999 -12.801 -12.383
H 6.107 -10.224 -13.074
H 6.569 -11.806 -12.658
H 5.542 -10.931 -11.545
H 4.679 -12.059 -14.179
H 3.665 -10.977 -13.228
H 3.208 -13.106 -12.834
C 8.188 -11.198 -9.243
C 7.958 -11.848 -7.871
O 8.960 -11.402 -6.928
H 7.385 -11.560 -9.886
H 9.060 -11.579 -9.775
H 8.305 -10.115 -9.210
H 8.019 -12.927 -8.012
H 6.929 -11.605 -7.606
H 9.789 -11.778 -7.233
O 6.259 -9.627 -10.185
H 5.692 -10.395 -10.113
H 7.068 -9.961 -10.571
O 9.877 -10.415 -10.899
H 10.619 -10.884 -10.517
H 9.906 -9.548 -10.494
O 7.742 -10.525 -11.398
H 8.647 -10.412 -11.106
H 7.529 -11.431 -11.174
O 7.712 -9.265 -13.030
H 7.844 -10.047 -12.494
H 7.241 -8.659 -12.459
O 8.038 -12.370 -13.617
H 7.667 -12.427 -12.737
H 8.985 -12.380 -13.480
O 7.671 -12.533 -11.424
H 8.419 -13.122 -11.327
H 6.905 -13.102 -11.344

---

Formula: C14H29N2O6
Source: OMol25
Level of theory: ωB97M-V/def2-TZVPD

The total energy is -30241.857 eV. As for the spin multiplicity: 2. As for the HOMO energy (spin up / spin down): -0.03551 / 0.01013 Ha. The strongest force on any atom is 0.1058 hartree/bohr. Its charge is -2.

Element x y z (Å)
N -0.020 -1.044 0.521
H -0.551 -0.386 1.074
H -0.548 -1.495 -0.212
H 0.149 -1.813 1.153
H 0.843 -0.769 0.073
C 0.890 -3.635 4.758
C 0.685 -3.464 3.262
O -0.557 -3.088 2.651
H 0.649 -2.729 5.314
H 1.892 -4.059 4.829
H 0.121 -4.397 4.882
H 0.934 -4.443 2.852
H 1.487 -2.845 2.858
C -0.616 3.312 3.164
C -1.198 2.245 2.265
O -1.244 0.859 2.653
H -0.554 4.215 2.556
H 0.367 3.031 3.542
H -1.347 3.499 3.950
H -0.752 2.429 1.288
H -2.187 2.671 2.096
C 0.196 -3.815 -3.510
C -0.926 -3.631 -2.449
O -0.443 -3.704 -1.177
H 0.698 -4.781 -3.448
H 0.893 -2.984 -3.401
H -0.242 -3.864 -4.506
H -1.732 -4.343 -2.626
H -1.328 -2.644 -2.679
C -4.993 -0.706 -0.217
C -3.602 -1.243 -0.424
O -3.128 -1.861 0.727
H -5.617 -1.548 -0.518
H -5.183 0.231 -0.742
H -5.238 -0.459 0.816
H -2.959 -0.494 -0.888
H -3.769 -1.967 -1.221
C 3.559 5.134 -2.769
C 4.305 4.197 -2.137
C 3.741 3.143 -1.512
C 2.404 2.848 -1.665
C 1.611 3.804 -2.436
C 2.224 4.970 -2.960
N 1.816 1.606 -1.135
O 0.609 1.306 -1.411
O 2.516 0.807 -0.574
H 4.068 6.042 -3.058
H 5.373 4.196 -2.302
H 4.388 2.401 -1.068
H 0.585 3.557 -2.662
H 1.734 5.709 -3.576